Record 1
# C23H28N4O3S

C23H28N4O3S in the gas phase (ωB97M-V/def2-TZVPD, the Open Molecules 2025 dataset).

Calculated values
E_LUMO = 0.59 eV
E_tot = -47244.85875 eV
2S+1 = 1
SMILES = C=CCN(C(=O)CNC(=O)c1cccs1)[C@@H](C(=O)NC1CCCCC1)c1cccnc1
gap between HOMO and LUMO = 9.607 eV

CARTESIAN COORDINATES (ANGSTROEM)
C -2.104133 -3.318711 2.124159
C -1.267641 -2.591693 1.408098
C -0.692483 -1.278309 1.858309
N -0.792181 -0.253250 0.835470
C -1.942677 0.372583 0.520104
O -2.025774 1.185673 -0.388589
C -3.158773 0.038177 1.369976
N -4.319886 0.655405 0.782999
C -5.471533 -0.043162 0.622770
O -5.653797 -1.135789 1.132278
C -6.510245 0.630848 -0.167024
C -6.508003 1.816403 -0.853052
C -7.736397 2.078616 -1.486896
C -8.650434 1.091973 -1.275195
S -8.035162 -0.175751 -0.301648
C 0.397891 0.088379 0.071110
C 1.487068 0.692636 0.973132
O 1.371978 0.810652 2.173714
N 2.562242 1.096955 0.273625
C 3.751834 1.645806 0.896013
C 4.815400 0.561556 1.109045
C 5.384554 0.064109 -0.216444
C 5.969139 1.228422 -1.010510
C 4.906920 2.293935 -1.264493
C 4.311133 2.791646 0.051584
C 0.888639 -1.102569 -0.716055
C 0.271619 -1.444248 -1.916420
C 0.709118 -2.562005 -2.605508
C 1.755520 -3.297867 -2.066863
N 2.346340 -2.984939 -0.927461
C 1.920589 -1.922765 -0.268764
H -2.480203 -4.264007 1.774132
H -2.444623 -3.000131 3.095674
H -0.938230 -2.928365 0.433891
H 0.368326 -1.407905 2.084354
H -1.179333 -0.938792 2.775277
H -2.995383 0.422130 2.385882
H -3.333843 -1.040197 1.426024
H -4.107561 1.442410 0.184175
H -5.665015 2.481900 -0.910991
H -7.930593 2.959177 -2.073017
H -9.657025 1.038655 -1.640085
H 0.070192 0.872560 -0.626654
H 2.603848 0.920206 -0.717008
H 3.425203 2.022684 1.871532
H 5.620184 0.983848 1.713367
H 4.376875 -0.266199 1.668911
H 6.159932 -0.679000 -0.022647
H 4.601330 -0.427437 -0.798791
H 6.368466 0.868985 -1.960824
H 6.793740 1.669892 -0.446462
H 5.347473 3.136682 -1.800739
H 4.122210 1.880031 -1.903100
H 3.519908 3.517685 -0.145166
H 5.090011 3.292322 0.629044
H -0.541945 -0.840318 -2.293006
H 0.250472 -2.854889 -3.536923
H 2.139473 -4.177420 -2.565809
H 2.435239 -1.717199 0.661468

Atomic forces in eV per Å
C 0.0 -0.1 0.0
C 0.1 0.1 0.0
C -0.1 -0.4 0.2
N 0.5 0.2 -0.1
C -0.3 0.0 0.1
O -0.1 0.2 -0.2
C -0.2 0.0 0.0
N 0.3 0.2 -0.1
C 0.3 0.1 0.3
O -0.1 -0.2 0.0
C -0.7 -0.1 -0.3
C 0.2 -0.4 0.3
C -0.2 0.0 -0.1
C 0.1 -0.3 0.2
S 0.3 0.5 -0.2
C -0.2 0.1 0.1
C -0.2 0.0 -0.4
O -0.1 0.0 0.3
N 0.3 0.2 -0.3
C 0.2 0.2 0.4
C -0.2 -0.1 -0.1
C 0.2 0.2 0.2
C -0.2 -0.2 -0.2
C 0.3 0.1 0.2
C -0.2 -0.1 -0.1
C 0.1 -0.1 -0.2
C 0.2 -0.1 0.1
C 0.0 0.1 0.1
C -0.2 0.0 -0.2
N 0.4 -0.4 0.2
C -0.2 0.3 0.0
H 0.0 -0.2 -0.1
H -0.1 0.1 0.2
H 0.0 -0.1 -0.1
H -0.2 0.1 0.1
H 0.1 0.0 0.0
H 0.1 -0.2 -0.1
H 0.1 0.2 0.1
H -0.1 -0.1 0.0
H 0.2 0.1 0.0
H -0.1 0.1 -0.1
H -0.2 0.0 -0.1
H 0.2 -0.2 0.2
H -0.2 -0.1 0.0
H 0.1 0.0 -0.2
H 0.1 0.0 0.1
H 0.0 0.0 0.1
H -0.1 -0.1 0.0
H 0.0 -0.1 -0.1
H 0.1 0.0 0.0
H 0.1 0.0 0.0
H -0.1 0.0 -0.1
H 0.0 0.0 -0.1
H 0.0 0.1 0.1
H 0.0 0.0 0.0
H -0.1 0.1 0.0
H 0.0 0.0 -0.1
H 0.0 -0.1 -0.1
H 0.0 0.1 0.1

Record 2
# C23H28N4OPdS

A molecular structure, C23H28N4OPdS (ωB97M-V/def2-TZVPD, the Open Molecules 2025 dataset).

Calculated values
⟨S²⟩ = 2.01
E_LUMO (alpha / beta) = -5.61 / -7.26 eV
E_tot = -46612.14874 eV
2S+1 = 3
gap between HOMO and LUMO (alpha / beta) = 8.626 / 7.085 eV
net charge = +2

CARTESIAN COORDINATES (ANGSTROEM)
Pd -0.683711 -0.040210 -0.073437
C -1.821314 -2.705736 -0.585803
C -1.650554 -2.223968 -2.046629
N -0.678996 -1.085299 -2.096135
C -1.017072 -0.005182 -3.071052
C -2.156941 0.914894 -2.549131
C -3.183155 1.454982 -3.309740
C -4.129945 2.260402 -2.612979
C -4.015926 2.360981 -1.247191
C -2.910025 1.888256 -0.581511
C -2.681912 2.089100 0.941228
N -1.944923 0.934856 1.573233
C -2.820859 -0.176244 2.047725
C -2.494027 -1.576202 1.619287
N -2.299175 -1.558314 0.179204
N -1.997046 1.183967 -1.239318
H -0.863218 -2.963322 -0.161579
H -2.508663 -3.525807 -0.538395
H -2.650287 -1.861071 -2.307080
H -1.382756 -2.981559 -2.753023
H 0.242608 -1.427642 -2.380104
H -1.443513 -0.388369 -4.045910
H -0.094955 0.506219 -3.309553
H -3.318049 1.196383 -4.336325
H -5.016874 2.574549 -3.068569
H -4.776797 2.904558 -0.661085
H -3.664383 2.124959 1.385275
H -2.085784 2.944270 1.057463
H -1.400124 1.391399 2.314636
H -3.776093 0.129255 1.703708
H -2.988002 -0.144154 3.189619
H -3.395001 -2.183463 1.881884
H -1.610006 -1.837408 2.009064
H -3.108922 -1.078252 -0.271432
O 0.549001 -1.263076 1.263366
S 2.023704 -1.536621 1.400994
C 2.800147 -0.374664 2.486869
C 4.181431 -0.173533 2.376316
C 4.709378 0.820984 3.220587
C 3.905033 1.723677 3.894932
C 2.531905 1.531917 3.995576
C 1.993787 0.452423 3.285477
C 2.766860 -1.050532 -0.195639
C 2.482336 0.205481 -0.710092
C 3.179399 0.619130 -1.839718
C 4.154034 -0.171980 -2.466297
C 4.519599 -1.409452 -1.798644
C 3.852856 -1.832005 -0.628809
H 4.805279 -0.591050 1.605685
H 5.853093 1.028403 3.095887
H 4.381758 2.475601 4.367938
H 1.890375 2.169341 4.619035
H 0.909449 0.241103 3.261451
H 1.781353 0.927632 -0.233433
H 2.874933 1.620069 -2.165293
H 4.779226 0.230031 -3.268267
H 5.368607 -2.000695 -2.136202
H 4.032879 -2.738989 -0.088088

Atomic forces in eV per Å
Pd -0.3 -0.2 -0.1
C 0.5 0.6 -0.7
C -0.5 0.9 1.2
N 0.2 0.2 -0.7
C -2.1 -0.6 -1.2
C 1.7 -0.3 0.1
C -0.5 0.5 1.6
C 1.5 -2.2 0.0
C -0.8 1.5 0.9
C 0.5 -0.5 0.9
C -0.6 -2.6 -1.4
N 0.8 0.8 0.0
C -0.4 1.4 2.5
C -3.5 0.9 -1.6
N -0.6 1.7 -1.1
N -0.3 0.0 -0.2
H 0.3 -0.4 0.2
H -0.3 -0.7 0.0
H 0.2 0.2 -0.4
H 0.2 -0.6 -0.2
H -0.3 -0.1 0.3
H 0.8 -0.1 0.9
H 0.1 0.5 0.1
H 0.1 0.0 -0.5
H -1.0 0.7 -0.9
H 0.4 -0.3 -0.4
H -0.2 0.7 0.4
H 0.5 1.4 0.4
H -0.3 -0.8 -0.1
H -1.3 -0.2 -0.6
H 0.7 -0.1 -1.6
H 1.0 0.0 0.2
H 3.0 -1.7 1.9
H 0.7 -0.8 0.3
O -0.9 0.6 0.2
S 1.3 -1.3 -1.0
C 0.0 1.4 -0.3
C -0.7 1.1 1.2
C 2.3 0.2 -2.0
C -1.1 -2.6 -0.6
C -0.2 -0.7 -0.3
C -0.6 -0.3 -0.2
C 0.6 0.1 1.5
C -0.1 -0.1 -0.2
C -0.5 0.5 -0.4
C 0.6 -1.2 2.1
C -0.4 1.1 -0.1
C -1.3 1.3 -1.4
H 0.1 -0.6 0.1
H -2.3 -0.3 0.5
H 1.2 2.5 1.6
H 0.4 -0.2 -0.4
H 0.7 0.2 0.3
H 0.5 -0.7 -0.2
H 0.6 -0.4 -0.4
H -0.5 -0.4 0.1
H -0.2 0.2 -0.2
H 0.5 -0.4 -0.1

Record 3
# C23H29AsBrCoN3O7

A molecular structure, C23H29AsBrCoN3O7 (ωB97M-V/def2-TZVPD, the Open Molecules 2025 dataset).

Calculated values
⟨S²⟩ = 0.76
E_LUMO (alpha / beta) = -0.08 / -0.13 eV
E_tot = -211636.44970 eV
2S+1 = 2
gap between HOMO and LUMO (alpha / beta) = 8.823 / 8.779 eV

CARTESIAN COORDINATES (ANGSTROEM)
Co 0.167092 0.165313 1.332525
O 3.052088 0.007803 -1.688737
C 3.107760 -0.392561 -0.412387
O 3.867257 0.036627 0.408273
C 2.224994 -1.581816 -0.137773
C 2.566806 -2.808475 -0.681129
C 1.896935 -3.943222 -0.247167
C 0.923569 -3.816102 0.726647
C 0.615775 -2.549364 1.189230
N 1.234741 -1.450553 0.746396
C -0.424857 -2.318892 2.276738
O -1.002415 -3.281576 2.749065
O -0.565863 -1.083580 2.599759
H 3.620032 0.792654 -1.771743
H 3.364082 -2.866131 -1.409213
H 2.155836 -4.914608 -0.648302
H 0.389588 -4.656832 1.146558
C -1.747512 3.409607 1.425943
As -1.081112 1.871696 2.390513
C -0.168236 2.721035 3.880392
C -2.693471 1.224073 3.243746
H -2.417090 3.977755 2.072110
H -2.263121 3.066636 0.533052
H -0.914010 4.034096 1.112184
H -0.804271 3.478503 4.337439
H 0.748659 3.185286 3.519818
H 0.088204 1.965289 4.621437
H -3.091529 1.978482 3.921618
H -2.461491 0.307952 3.782859
H -3.429410 1.006143 2.470997
C -3.489945 -1.895106 1.174389
N -2.776004 -2.219245 -0.047224
C -3.230194 -3.368453 -0.807879
C -2.057671 -3.982463 -1.543730
C -1.426084 -2.926729 -2.425820
N -1.218862 -1.685085 -1.702091
C -0.430985 -0.679858 -2.393916
C -1.846555 -1.356721 -0.537845
O -1.574788 -0.301192 0.061326
H -3.588817 -2.795240 1.780287
H -4.483581 -1.491745 0.954831
H -2.920514 -1.165659 1.738224
H -4.020193 -3.081923 -1.514200
H -3.662621 -4.080180 -0.104757
H -2.381172 -4.828658 -2.150215
H -1.333672 -4.344356 -0.811593
H -2.055755 -2.737770 -3.304669
H -0.454849 -3.266519 -2.797392
H 0.622093 -0.966492 -2.438384
H -0.525690 0.274779 -1.884770
H -0.800498 -0.577056 -3.418414
Br 2.513979 5.625957 -4.353840
C 2.806752 4.585030 -2.794754
C 4.058576 4.599056 -2.199163
C 4.266504 3.836128 -1.058826
C 3.238806 3.066622 -0.529478
C 1.990786 3.059486 -1.143127
C 1.769844 3.830215 -2.279458
C 0.848284 2.221473 -0.610382
O -0.283176 2.404871 -1.035871
O 1.208661 1.352970 0.271842
H 4.853583 5.199242 -2.619494
H 5.237452 3.845246 -0.580427
H 3.396815 2.462358 0.352817
H 0.790463 3.821775 -2.736844

Atomic forces in eV per Å
Co 0.0 0.0 0.0
O 0.0 0.0 0.0
C 0.0 0.0 -0.1
O 0.0 0.0 0.0
C 0.0 0.0 0.0
C 0.0 0.0 0.0
C 0.0 0.0 0.0
C 0.0 0.0 0.0
C 0.0 0.0 0.0
N 0.0 0.0 0.0
C 0.0 0.0 0.0
O 0.0 0.0 0.0
O 0.0 0.0 0.0
H 0.0 0.0 0.0
H 0.0 0.0 0.0
H 0.0 0.0 0.0
H 0.0 0.0 0.0
C 0.0 0.0 0.0
As 0.0 0.0 0.0
C 0.0 0.0 0.0
C 0.0 0.0 0.0
H 0.0 0.0 0.0
H 0.0 0.0 0.0
H 0.0 0.0 0.0
H 0.0 0.0 0.0
H 0.0 0.0 0.0
H 0.0 0.0 0.0
H 0.0 0.0 0.0
H 0.0 0.0 0.0
H 0.0 0.0 0.0
C 0.0 0.0 0.0
N 0.1 0.0 0.0
C 0.0 0.0 0.0
C 0.0 0.0 0.0
C 0.0 0.0 0.0
N 0.0 0.0 0.0
C 0.0 0.0 0.0
C -0.1 0.0 0.0
O 0.0 0.0 -0.1
H 0.0 0.0 0.0
H 0.0 0.0 0.0
H 0.0 0.0 0.0
H 0.0 0.0 0.0
H 0.0 0.0 0.0
H 0.0 0.0 0.0
H 0.0 0.0 0.0
H 0.0 0.0 0.0
H 0.0 0.0 0.0
H 0.0 0.0 0.0
H 0.0 0.0 0.0
H 0.0 0.0 0.0
Br 0.0 0.0 0.0
C 0.0 0.0 0.0
C 0.0 0.0 0.0
C 0.0 0.0 0.0
C 0.0 0.0 0.0
C 0.0 0.0 0.0
C 0.0 0.0 0.0
C 0.0 0.0 0.0
O 0.0 0.0 0.0
O 0.1 0.0 0.1
H 0.0 0.0 0.0
H 0.0 0.0 0.0
H 0.0 0.0 0.0
H 0.0 0.0 0.0

- Among the records above, which one has the lowest E_tot?
  C23H29AsBrCoN3O7